Entry from the Open Molecules 2025 dataset: the molecule C5H8OS2 at a distorted geometry (the ωB97M-V functional and the def2-TZVPD basis).

ORCA input file:
```
! wB97M-V def2-TZVPD RIJCOSX def2/J DEFGRID3
* xyz 0 1
C -1.3146 -0.7423 -0.5980
H -0.0738 -1.6255 0.9360
H -0.5988 0.4771 -2.1718
C 1.1850 1.3394 0.6984
H -1.8510 -1.6501 1.2188
H -0.9765 -0.1943 1.4989
C -0.3233 0.3388 -1.1419
O 1.0275 -0.0895 -1.1395
H 0.8594 0.8538 1.6720
H 1.7453 2.2508 0.7802
H -1.3422 -1.6131 -1.2886
S -0.2727 1.9031 -0.2472
C -1.0295 -1.1022 0.8619
H -2.2890 -0.3334 -0.6681
S 3.3947 -0.1435 -0.2156
C 1.8595 0.3308 -0.1956
*
```

---

Entry from the Open Molecules 2025 dataset: a cluster of 2 separate species, C2H4BrFO in total at a distorted geometry (the ωB97M-V functional and the def2-TZVPD basis).

ORCA input file:
```
! wB97M-V def2-TZVPD RIJCOSX def2/J DEFGRID3
* xyz 0 1
F 0.5446 -2.1346 0.3332
C -0.5168 0.6341 -0.5590
H 0.2835 0.8766 1.3881
H -0.4729 -0.0605 -1.4681
H 1.0826 -0.3817 0.4855
H 1.3476 1.2412 -0.2261
Br -2.2174 1.2188 0.0219
O -0.6575 -2.0486 -0.3294
C 0.6063 0.6548 0.3540
*
```

---

Computed relative energy (zero: lowest compared OMol25 entry of this formula, charge and spin) (kcal/mol) in order:
15.1, 179.1
Computed E_tot (eV) in order:
-29032.02809, -76938.76386